[1]
C26H31N5O2 in the gas phase, computed with ωB97M-V/def2-TZVPD.

## Properties
ΔE to the lowest compared entry with this formula, charge and spin: 34.5 kcal/mol
SMILES string: CCn1cc(CNC(=O)C[C@H]2C(=O)NCCN2CC(c2ccccc2)c2ccccc2)cn1
maximum force: 0.01651 hartree/bohr
frontier orbital gap: 8.97 eV

Geometry as XYZ:
```
64
C26H31N5O2, DFT ωB97M-V/def2-TZVPD
C -5.58233 -0.39885 1.75265
C -5.74668 -1.20225 0.46360
N -4.63015 -1.00456 -0.41964
C -4.44737 0.00407 -1.29343
C -3.21675 -0.19075 -1.88763
C -2.51507 0.71995 -2.84044
N -1.88207 1.78967 -2.08966
C -0.56243 1.79071 -1.82099
O 0.24649 1.10695 -2.41746
C -0.17400 2.74936 -0.70366
C -0.39829 2.07738 0.66902
C -1.88211 1.98546 1.01397
O -2.74280 2.65750 0.46722
N -2.17385 1.18179 2.05117
C -1.22719 0.21450 2.55040
C -0.42503 -0.27671 1.33729
N 0.29642 0.80817 0.72748
C 1.71829 0.87737 0.99611
C 2.49858 0.25183 -0.17773
C 3.97926 0.53068 -0.15122
C 4.68290 0.82009 1.01065
C 6.05119 1.03352 0.97392
C 6.73868 0.95591 -0.22330
C 6.04786 0.66473 -1.38810
C 4.68264 0.45550 -1.34977
C 2.24948 -1.23810 -0.22154
C 1.35931 -1.76170 -1.15024
C 1.09140 -3.11886 -1.17567
C 1.71247 -3.96838 -0.27551
C 2.60666 -3.45413 0.64777
C 2.87346 -2.09654 0.67473
C -2.72546 -1.35715 -1.27701
N -3.58916 -1.83170 -0.39897
H -4.70277 -0.74512 2.29089
H -5.47186 0.65964 1.52451
H -6.45370 -0.53011 2.38836
H -5.79610 -2.26928 0.69096
H -6.66127 -0.90094 -0.05427
H -5.18392 0.76825 -1.43953
H -3.22134 1.15268 -3.55593
H -1.72557 0.18961 -3.37688
H -2.48518 2.30771 -1.46050
H -0.77199 3.65909 -0.75607
H 0.88176 2.99643 -0.81089
H -0.00504 2.77109 1.44121
H -3.14695 1.11115 2.30945
H -0.55567 0.68080 3.28266
H -1.76027 -0.60514 3.03277
H -1.13304 -0.69520 0.61092
H 0.27377 -1.06336 1.61863
H 1.95686 0.35456 1.93139
H 2.02483 1.92232 1.10242
H 2.07812 0.67803 -1.09360
H 4.17077 0.88522 1.95926
H 6.58159 1.25982 1.88818
H 7.80578 1.12156 -0.24926
H 6.57612 0.60263 -2.32849
H 4.14436 0.22979 -2.25885
H 0.87909 -1.09220 -1.84791
H 0.39878 -3.52022 -1.90199
H 1.50439 -5.02837 -0.29572
H 3.10007 -4.11321 1.34819
H 3.58005 -1.70259 1.39214
H -1.79603 -1.86010 -1.45599
```



[2]
A gas-phase ion, C4H11NOS (charge +1), computed with ωB97M-V/def2-TZVPD.

## Properties
charge: +1
ΔE to the lowest compared entry with this formula, charge and spin: 57.0 kcal/mol
2S+1: 2
maximum force: 0.08408 hartree/bohr
frontier orbital gap (alpha / beta): 9.25 / 4.37 eV

Geometry as XYZ:
```
18
C4H11NOS, DFT ωB97M-V/def2-TZVPD
C 1.87999 -0.16143 -0.42237
O 2.93869 0.69408 0.29104
C 0.45685 0.27678 0.04365
C -0.60422 -0.91546 -0.37111
C -1.93989 -0.71691 0.33525
S -1.85800 -0.39767 2.08232
N -0.12634 1.55377 -0.39158
H 2.06817 -1.17460 -0.09042
H 1.84270 -0.08680 -1.48558
H 3.44050 1.04966 -0.46029
H 0.44486 0.26915 1.11127
H -0.27856 -1.92682 -0.15914
H -0.62450 -0.79618 -1.45537
H -2.11723 0.16375 -0.12297
H -2.55365 -1.60398 0.08223
H -3.23944 -0.33582 2.18798
H 0.23750 2.18363 0.20624
H 0.03256 1.92485 -1.38115
```